[1]
A single C4H8ClN molecule. Source: the Open Molecules 2025 dataset; level of theory: ωB97M-V with the def2-TZVPD basis set.

Values from the calculation:
gap between HOMO and LUMO	0.3755	Eh
E_HOMO	-0.3409	hartree
SMILES	C/C=C(/Cl)CN
energy above the lowest of the compared OMol25 structures with the same formula, charge and spin	51.9	kJ/mol
2S+1	1

Cartesian coordinates (Å):
C  1.80544  -0.74596  -0.13355
C  0.40377  -1.29401  -0.06171
C  -0.73985  -0.66797  0.27044
Cl  -2.32434  -1.38360  -0.06193
C  -0.75179  0.86541  0.56994
N  -1.29654  1.84768  -0.34698
H  2.50006  -1.38245  -0.73406
H  1.77739  0.27415  -0.58804
H  2.22821  -0.55468  0.87113
H  0.42272  -2.35679  -0.18305
H  -1.39421  1.02501  1.39357
H  0.22725  1.11110  0.93777
H  -0.72221  1.81880  -1.22010
H  -2.13588  1.44331  -0.71343

Here are the natural (NBO) charges for atoms 1 to 6, given in e: -0.66, -0.20, -0.03, -0.03, -0.27, -0.79

[2]
6 unconnected molecules or ions with the total composition C41H45F49NO7S. Source: the Open Molecules 2025 dataset; level of theory: ωB97M-V with the def2-TZVPD basis set.

Values from the calculation:
total charge	+1
gap between HOMO and LUMO	0.3038	Eh
E_HOMO	-0.4545	hartree
2S+1	1

Cartesian coordinates (Å):
C  6.27321  -0.97607  -2.18417
C  6.61330  0.49295  -1.93846
O  6.37459  1.25701  -3.15081
C  6.30421  2.58801  -2.93563
O  6.92435  3.14611  -2.08775
C  5.32798  3.27701  -3.86576
C  4.03070  2.46022  -4.05155
C  2.80234  3.34270  -4.38006
C  1.97678  2.90363  -5.59295
C  2.62542  2.83378  -6.92130
N  2.04412  1.98839  -7.68728
C  1.24127  0.98734  -6.95171
C  1.05226  1.62675  -5.54536
C  1.27177  0.66408  -4.37674
C  0.02315  -0.20465  -4.07334
C  -0.40346  -0.21833  -2.58322
C  -1.81204  0.35656  -2.32540
C  -1.85732  1.63494  -1.50938
F  -3.13128  1.87970  -1.15046
F  -1.11533  1.51035  -0.38795
C  -1.30556  2.86643  -2.30056
F  0.02678  2.74053  -2.36425
F  -1.76744  2.81416  -3.55162
S  -1.70301  4.61311  -1.63540
F  -3.21594  4.38384  -2.04467
F  -1.39115  5.22431  -3.07493
F  -0.19015  4.86971  -1.22126
F  -1.97808  4.02678  -0.18660
F  -2.07578  6.04882  -1.11506
H  5.77685  -1.06782  -3.15415
H  7.17964  -1.58073  -2.22500
H  5.61319  -1.37188  -1.41242
H  6.01393  0.90570  -1.12153
H  7.65591  0.61638  -1.64248
H  5.80186  3.42052  -4.84407
H  5.11127  4.25416  -3.42792
H  3.81697  1.91957  -3.12659
H  4.19667  1.73412  -4.85306
H  3.08081  4.39155  -4.53422
H  2.13020  3.33057  -3.51871
H  1.28187  3.74927  -5.76955
H  3.43099  3.48050  -7.26188
H  2.23615  1.87569  -8.67627
H  1.79408  0.04701  -6.99207
H  0.29053  0.84866  -7.46930
H  0.02976  2.01358  -5.54003
H  2.09720  -0.00487  -4.65064
H  1.60239  1.20829  -3.49314
H  -0.80714  0.14101  -4.69926
H  0.22336  -1.23173  -4.39185
H  -0.39420  -1.24978  -2.22437
H  0.34472  0.31157  -1.99062
H  -2.38163  0.50360  -3.24283
H  -2.38623  -0.35004  -1.71546
C  11.48968  -5.41713  -1.92216
C  10.93466  -5.55841  -3.34724
C  10.81561  -4.29414  -4.20700
F  9.95676  -3.40654  -3.65986
F  10.33604  -4.64181  -5.42089
F  9.75482  -6.21125  -3.32698
F  11.83260  -6.34014  -4.01440
O  10.55824  -5.38701  -0.85757
C  9.99015  -4.23566  -0.40714
C  8.46442  -4.25976  -0.57019
F  8.12408  -4.43014  -1.86423
F  7.96459  -3.06804  -0.16474
F  10.52559  -3.13841  -0.97026
F  10.21972  -4.15514  0.92302
H  12.04137  -6.34118  -1.75709
H  12.21253  -4.60331  -1.85555
H  11.79340  -3.82295  -4.33448
H  8.03117  -5.06459  0.02507
C  -3.40273  2.48139  3.08785
C  -4.57389  3.46949  3.00060
C  -4.25985  4.96910  3.01340
F  -3.66710  5.33167  4.16512
F  -5.42236  5.64910  2.90126
F  -5.48674  3.18372  3.95238
F  -5.15485  3.24395  1.78460
O  -3.11894  1.89661  4.34135
C  -2.28410  2.47392  5.25518
C  -3.01172  2.78973  6.57023
F  -4.04918  3.62069  6.34669
F  -2.14503  3.39638  7.40644
F  -1.65495  3.55296  4.76157
F  -1.33242  1.56201  5.56229
H  -3.72150  1.63592  2.47922
H  -2.50699  2.88505  2.61258
H  -3.61472  5.23163  2.17015
H  -3.37748  1.86655  7.02345
C  -8.01022  1.97608  6.06128
C  -8.36197  0.64776  5.37741
C  -9.80027  0.43719  4.89238
F  -10.66977  0.45936  5.91980
F  -9.87791  -0.77608  4.30023
F  -7.98265  -0.39118  6.15216
F  -7.60383  0.60849  4.23953
O  -7.95355  1.99093  7.47384
C  -9.04191  2.24804  8.25676
C  -9.38243  1.05405  9.15908
F  -9.63734  -0.03876  8.40725
F  -10.48533  1.34544  9.87677
F  -10.10604  2.64709  7.54281
F  -8.71035  3.26228  9.08759
H  -6.98116  2.16707  5.75954
H  -8.60483  2.80010  5.66498
H  -10.07519  1.20395  4.16346
H  -8.55099  0.84604  9.83492
C  7.31232  -0.05303  -6.92390
C  8.20456  -0.55690  -8.06735
C  8.16703  0.21112  -9.39346
F  6.92513  0.17698  -9.92867
F  9.01731  -0.37296  -10.25526
F  7.97481  -1.86558  -8.28283
F  9.48238  -0.41800  -7.61874
O  6.08313  -0.74354  -6.71589
C  4.93202  -0.43527  -7.33012
C  4.38571  -1.58058  -8.19468
F  5.25062  -1.90496  -9.15840
F  3.23059  -1.13833  -8.76918
F  4.98521  0.72660  -8.01916
F  3.96187  -0.23459  -6.36980
H  7.87894  -0.26337  -6.01972
H  7.17406  1.02736  -6.96101
H  8.46846  1.25162  -9.24449
H  4.17304  -2.45287  -7.57426
C  -10.42745  -3.61272  9.43961
C  -9.75961  -3.40916  10.80575
C  -8.23022  -3.47577  10.87375
F  -7.77637  -4.69260  10.51890
F  -7.84380  -3.23559  12.14673
F  -10.29718  -4.23817  11.72164
F  -10.06441  -2.12761  11.17547
O  -10.97225  -4.88479  9.15081
C  -10.24717  -5.88916  8.58236
C  -10.15726  -7.11927  9.49692
F  -9.58079  -6.79748  10.66997
F  -9.39619  -8.05454  8.88648
F  -9.03162  -5.48311  8.17871
F  -10.91877  -6.29538  7.47799
H  -11.29903  -2.96034  9.46677
H  -9.79285  -3.24536  8.63176
H  -7.78661  -2.71741  10.22246
H  -11.15560  -7.52037  9.67941

Here are the Mulliken charges for atoms 1 to 6, given in e: -0.57, -0.43, -0.13, 0.34, -0.58, -0.80

[3]
A single C22H31N5O4 molecule. Source: the Open Molecules 2025 dataset; level of theory: ωB97M-V with the def2-TZVPD basis set.

Values from the calculation:
gap between HOMO and LUMO	0.3332	Eh
E_HOMO	-0.3062	hartree
SMILES	CCCCn1c(N)c(N2CCOCC2)c(=O)n(CC(=O)N[C@@H](C)c2ccccc2)c1=O
energy above the lowest of the compared OMol25 structures with the same formula, charge and spin	17.1	kJ/mol
2S+1	1

Cartesian coordinates (Å):
C  -2.26976  4.88114  2.26930
C  -2.26620  3.58437  1.46381
C  -1.76067  3.77565  0.03381
C  -0.24154  3.92779  -0.09120
N  0.45326  2.68300  0.20564
C  1.04634  2.42507  1.41014
N  1.06919  3.39165  2.37820
C  1.70278  1.24134  1.63318
N  2.28461  1.06266  2.93079
C  3.74316  1.00237  2.90493
C  4.24614  1.00971  4.34870
O  3.72911  -0.07263  5.08549
C  2.32089  -0.06292  5.07129
C  1.77159  -0.10380  3.64553
C  1.75085  0.21857  0.63275
O  2.29374  -0.86889  0.73301
N  1.09390  0.56482  -0.55838
C  0.88643  -0.46891  -1.54933
C  -0.60788  -0.81097  -1.58420
O  -1.36153  -0.50795  -0.68525
N  -0.97950  -1.48369  -2.68763
C  -2.35213  -1.88402  -2.94152
C  -2.90939  -1.12831  -4.15011
C  -2.44260  -3.37992  -3.13483
C  -1.70978  -4.01459  -4.13074
C  -1.79790  -5.38379  -4.30615
C  -2.62310  -6.13740  -3.48903
C  -3.35684  -5.51431  -2.49468
C  -3.26446  -4.14470  -2.31835
C  0.45787  1.74778  -0.81714
O  -0.04497  1.98702  -1.89543
H  -2.56230  4.69087  3.29964
H  -2.98020  5.58401  1.83976
H  -1.29418  5.36534  2.27469
H  -3.28882  3.20566  1.41970
H  -1.67006  2.81801  1.96434
H  -2.04903  2.91344  -0.56880
H  -2.23002  4.66015  -0.40040
H  0.15425  4.71791  0.54561
H  -0.00903  4.16886  -1.13215
H  0.25192  3.96750  2.49644
H  1.46571  3.01433  3.23192
H  4.12087  1.87910  2.37394
H  4.09525  0.09259  2.39853
H  5.33222  0.90903  4.37925
H  3.95456  1.95835  4.82882
H  2.00378  -0.94387  5.63144
H  1.95244  0.84391  5.57886
H  0.68052  -0.05395  3.66240
H  2.07961  -1.03952  3.16063
H  1.22717  -0.12300  -2.52783
H  1.46440  -1.33851  -1.22276
H  -0.30101  -1.67637  -3.40642
H  -2.90888  -1.59476  -2.04446
H  -3.95452  -1.38713  -4.29792
H  -2.35909  -1.38483  -5.05256
H  -2.82903  -0.05717  -3.98248
H  -1.06451  -3.43926  -4.77987
H  -1.22155  -5.86405  -5.08345
H  -2.69229  -7.20624  -3.62667
H  -4.00071  -6.09655  -1.85208
H  -3.83367  -3.66230  -1.53720

Here are the natural (NBO) charges for atoms 1 to 6, given in e: -0.61, -0.41, -0.41, -0.22, -0.43, 0.47

[4]
A molecular structure, C19H27FFeNP. Source: the Open Molecules 2025 dataset; level of theory: ωB97M-V with the def2-TZVPD basis set.

Values from the calculation:
⟨S²⟩	6.043
gap between HOMO and LUMO (alpha / beta)	0.2143 / 0.2618	Eh
E_HOMO (alpha / beta)	-0.2143 / -0.2749	hartree
energy above the lowest of the compared OMol25 structures with the same formula, charge and spin	144.2	kJ/mol
2S+1	5

Cartesian coordinates (Å):
C  -2.46780  0.66072  -3.03351
C  -2.08262  -0.53210  -2.43664
C  -1.24496  -0.59741  -1.30472
C  -0.82268  0.62685  -0.73462
C  -1.14187  1.83322  -1.40836
C  -1.98765  1.86491  -2.52060
C  -1.07965  -2.01458  -0.77016
C  0.20054  -2.90840  -0.76856
N  1.54518  -2.49084  -1.11622
Fe  -0.41820  1.31976  1.13763
C  -0.50628  3.12547  -0.94314
P  0.98956  2.59172  0.07475
H  -2.42352  -1.46891  -2.87623
H  -2.20664  2.81517  -3.00865
H  -3.11262  0.64678  -3.90432
H  -1.16180  3.78005  -0.33895
H  -0.08893  3.73598  -1.76047
H  -1.46123  -2.07433  0.26056
H  -1.77845  -2.64307  -1.34646
H  0.29300  -3.29406  0.26621
C  1.63844  4.06000  0.84877
C  2.14420  2.19961  -1.26702
H  -0.02581  -3.79632  -1.39752
C  1.77429  -1.61250  -2.23470
C  2.46481  -2.33932  -0.00189
H  0.28265  2.10752  2.38018
H  2.17961  -2.14644  -3.10878
H  0.85629  -1.10761  -2.57564
H  2.53137  -0.85646  -1.96142
H  3.30072  -3.05021  -0.03484
H  2.89763  -1.32100  -0.01354
H  1.94172  -2.53172  0.94721
H  2.38846  3.13700  -1.79596
H  3.05912  1.74700  -0.85986
H  1.70287  1.49207  -1.98047
H  1.65406  4.88110  0.12654
H  1.01069  4.30444  1.70774
H  2.64629  3.83866  1.21087
H  0.80979  1.49251  2.23076
F  -2.28156  -3.08138  4.70297
C  -1.74143  -2.16035  3.83444
C  -0.35736  -2.01344  3.78327
C  0.18931  -1.03394  2.92256
C  -0.66324  -0.22283  2.17681
C  -2.04236  -0.47612  2.14667
C  -2.60308  -1.42452  3.02068
H  0.29200  -2.64339  4.39207
H  1.27094  -0.90032  2.84349
H  -2.68467  0.06765  1.44250
H  -3.67913  -1.58664  3.04658

Here are the natural (NBO) charges for atoms 1 to 6, given in e: -0.21, -0.22, -0.05, -0.37, -0.12, -0.22

Number 1: molar mass 105.568 Da, electronic energy -672.1170 a.u.. Number 2: molar mass 1626.780 Da, electronic energy -7462.1015 a.u.. Number 3: molar mass 429.521 Da, electronic energy -1431.7440 a.u.. Number 4: molar mass 375.249 Da, electronic energy -2499.6083 a.u..